Below is a cluster of 3 separate species, C8H22BrN2O2 in total, with properties calculated with ωB97M-V with the def2-TZVPD basis set.

```
35
Properties=species:S:1:pos:R:3:forces:R:3
Br -1.613341 0.040814 0.240570 -0.1089 -0.0946 0.1002
O -1.805108 -1.057471 4.814553 -0.8026 1.4906 2.2208
O 1.463756 1.163313 -5.074815 0.5088 0.6131 0.4920
N 0.687627 0.773189 -2.428063 0.4805 -2.0810 -0.4177
N -2.649180 -2.713483 2.917114 -0.3133 -0.1451 -1.0509
C -0.419025 -3.370830 2.337532 0.4336 0.1065 -0.1662
C -0.899119 -1.408924 3.863259 0.2718 -1.7199 -1.4469
C 1.610926 2.785868 -1.517313 -0.8941 -0.9398 -2.4588
C -1.811236 0.314697 5.189690 -0.1204 0.3753 0.0591
C 1.928287 1.130837 -6.414489 -0.4455 0.0033 0.0515
C 1.954608 2.151338 -4.148682 -0.6082 -1.9999 1.6826
C 1.030890 2.067339 -2.894809 -0.6334 2.3097 1.4712
C -1.308307 -2.852215 3.435097 -0.2174 1.5381 0.0996
H 0.144349 0.746642 -1.577041 0.1870 0.3274 0.0489
H -0.598541 -2.772605 1.444228 -0.1390 -0.0163 -0.0715
H 1.997989 3.159401 -4.561036 0.1055 -0.0566 0.0582
H -0.891548 0.723747 5.607953 0.5278 -0.6347 0.1317
H -2.571736 0.489645 5.950699 -0.1191 -0.3683 -0.1393
H 1.585449 0.162128 -6.778051 0.0006 0.1381 -0.2253
H -1.049040 -0.758906 3.001231 0.3060 0.1337 -0.5031
H -3.187344 -1.985836 3.365459 -0.1326 -0.4787 0.3043
H 0.637974 -3.234945 2.566423 0.1058 -0.3457 0.1908
H -0.632961 -4.410257 2.088694 0.1160 -0.0174 0.0488
H -2.011815 0.991162 4.358879 -0.2933 -0.2157 -0.4633
H 0.211856 0.190168 -3.101735 0.0972 0.0780 -0.2409
H 2.838940 1.805393 -3.613540 1.1515 0.1090 -1.1386
H -3.088689 -3.622503 2.892306 -0.5312 0.3378 0.0215
H 0.107489 2.557879 -3.202709 -0.2151 0.7470 0.1768
H 2.998431 1.192702 -6.612125 0.3132 -0.0313 0.6941
H 0.151371 -1.384826 4.153079 0.1445 0.1586 0.3915
H 1.923544 3.804375 -1.747567 0.0203 -0.0288 0.4399
H -1.393096 -3.489653 4.315203 0.8194 -0.0867 0.2767
H 2.384340 2.163906 -1.066669 0.3526 0.1437 -0.4561
H 0.793709 2.718222 -0.799194 -0.1410 0.5557 -0.0954
H 1.478552 1.929687 -7.004131 -0.2271 0.0948 -0.0860
```
Forces are in eV/Å.

As for the LUMO energy (alpha / beta): 0.0332 / -0.1323 Eh. As for the multiplicity: 2. The calculation puts the highest occupied orbital energy (alpha / beta) at -8.72 / -8.63 eV. The calculation puts the gap between HOMO and LUMO (alpha / beta) at 9.6 / 5.0 eV. The total charge is 0. The expectation value of S² is 0.753. The calculation puts the total energy at -3151.8825 a.u.

Below is a structure of composition C28H38BF4InN7OS2, with properties calculated with ωB97M-V with the def2-TZVPD basis set.

```
82
Properties=species:S:1:pos:R:3:forces:R:3
In 0.013454 -0.174557 -0.191605 -0.4972 0.7618 0.5868
S -1.161546 1.582243 -1.746605 -0.0760 -0.9970 0.2187
S 2.340154 0.267543 -1.351005 -0.6385 -0.2144 0.9793
F -2.529946 -1.206557 4.146195 0.0967 0.1036 -0.0174
F 0.187554 3.463343 3.493295 -0.0734 -0.1903 0.0387
F -0.017546 1.826343 1.424995 -0.1180 -0.2314 0.0572
F -2.296946 0.473443 6.154695 0.0464 -0.0610 -0.1678
O 1.285354 -2.934457 -0.754505 -0.5731 -0.0118 -0.1619
N 1.665854 -0.262657 -3.900905 -0.1912 0.7388 0.1952
N 1.955154 -0.333157 1.742395 -0.4611 -0.0442 -0.4718
N 0.619454 3.665843 -1.696105 -0.5690 -0.2272 0.3240
N -1.074446 3.860443 -0.317105 0.5702 -0.1827 -0.4753
N -2.292646 -1.726757 -0.914205 0.4454 -0.0135 -0.0760
N 1.400954 1.852243 -3.370305 0.4175 -0.4120 0.0116
N -1.365546 -0.540357 1.548595 1.2113 -0.2511 -2.0580
C 1.552054 -2.680357 2.220395 0.1088 -0.1336 -0.0629
C -0.314046 4.981043 -0.182305 0.4839 0.3260 -0.1319
C 0.977354 1.674943 -4.647905 -0.1277 -0.2580 -0.5512
C -3.738846 -1.433057 -0.922405 -0.3058 0.5261 0.0843
C 1.142054 0.366743 -4.988805 -0.2978 0.4652 -0.3013
C -2.302446 3.554043 0.362395 -0.5531 -0.1894 0.2380
C -0.481746 3.070643 -1.243505 -0.0605 -0.1478 0.0253
C 4.114154 -0.235857 3.484095 -0.0631 -0.0559 -0.1302
C 3.779654 0.863943 2.708995 -0.0540 -0.0068 0.0215
C -1.909746 -2.385857 -2.163305 0.0427 -0.0276 -0.3828
C 0.731454 4.853343 -1.045005 -0.1579 0.4738 0.4352
C 2.066054 -1.639857 -3.805105 0.1461 -0.6395 0.2309
C -2.090646 -1.783257 1.562895 -0.2626 -0.3679 -0.1361
C -1.940546 -1.430057 -3.349205 0.0985 -0.1807 0.2675
C 3.358354 -1.384157 3.352195 -0.0775 0.1375 -0.0291
C 2.289954 -1.402357 2.460295 0.0704 -0.2201 0.2960
C -1.714746 0.801943 4.996495 0.1655 0.2561 -0.0382
C -1.943046 -2.537857 0.242795 -0.0894 0.0460 0.4626
C -1.820046 -0.076257 3.932695 -0.0036 -0.0520 -0.1585
C 1.798954 0.658243 -2.922005 0.0147 -0.1515 0.0118
C 2.533454 -3.012457 -0.082905 0.5550 -0.1912 0.3396
C -1.254746 0.196943 2.657195 0.0326 0.9054 1.2221
C -4.056746 0.037243 -0.692905 -0.0812 -0.2554 -0.0567
C -0.580146 1.436343 2.620895 0.0497 -0.0124 -0.0082
C 2.685754 0.770743 1.868495 0.3747 0.4390 0.0803
C -0.466546 2.303743 3.685395 -0.0571 -0.0515 0.0133
C 2.383654 -3.599357 1.316095 -0.1871 0.2077 -0.2412
C -1.034146 2.006543 4.909995 -0.0124 -0.2006 -0.2480
B 1.700054 3.238243 -2.727805 0.0073 -0.2225 -0.0358
H -2.932246 -1.022357 -3.519305 -0.1303 0.0494 -0.0489
H -3.159546 3.850643 -0.245505 0.0401 0.0147 0.0658
H -2.363746 2.477043 0.531395 0.0205 0.1839 0.0279
H 1.577554 -2.113057 -2.949305 0.0619 0.0476 -0.1384
H 0.923854 -0.145757 -5.902305 0.0061 -0.1141 -0.1782
H -0.549346 5.758543 0.514195 -0.1003 0.1595 0.0962
H 1.902854 -4.579257 1.255995 0.0669 -0.0785 -0.0165
H 2.396654 1.613843 1.254495 0.0112 0.0209 0.0118
H 1.694954 4.034443 -3.607205 0.0402 0.2596 -0.2696
H 3.145954 -1.704557 -3.656305 -0.0942 -0.0081 -0.0461
H -4.165546 -1.733457 -1.883505 0.0899 -0.0760 0.0909
H 1.797854 -2.163557 -4.720305 -0.0244 0.1134 0.0008
H 2.731054 3.166543 -2.143505 0.3474 0.0217 0.1076
H -2.572046 -3.242557 -2.363705 0.1262 -0.0356 0.0787
H -2.328946 4.079843 1.314195 0.0280 0.0071 -0.0132
H -3.150146 -1.574057 1.746095 0.0068 -0.1653 0.0626
H 3.376454 -3.741257 1.739695 0.0837 -0.0881 0.0613
H 1.357554 -3.181857 3.167695 -0.0989 0.0043 0.0264
H -0.889246 -2.759557 -2.049705 -0.0199 -0.0981 0.0239
H -3.590446 0.647643 -1.460105 -0.0454 0.0643 0.0127
H -1.628746 -1.951057 -4.251505 0.0213 -0.0142 -0.1038
H -2.557046 -3.449357 0.307195 0.0896 -0.0033 -0.0566
H -3.692246 0.359643 0.279395 0.0573 0.1028 0.0849
H 0.933154 -3.833957 -0.797205 -0.0803 0.1189 -0.0545
H 4.956254 -0.207757 4.159395 0.0473 0.0355 0.0555
H 0.604054 -2.460757 1.732795 -0.1275 -0.0147 0.1264
H 3.585454 -2.270657 3.924195 0.0248 -0.0870 0.0602
H 2.900954 -1.985857 -0.035605 0.0999 -0.1993 -0.0559
H 1.546854 5.511943 -1.256405 0.1647 0.2003 0.0507
H -0.962346 2.669543 5.752995 0.0191 0.1136 0.1074
H 0.598954 2.490843 -5.227105 -0.0165 0.1536 -0.1397
H -1.266146 -0.596157 -3.165805 0.0833 0.0582 -0.1482
H -4.235946 -2.034257 -0.153505 0.0575 -0.0545 -0.1045
H 4.357654 1.772743 2.751895 -0.0146 0.1201 0.0046
H -0.896546 -2.830357 0.135395 0.0315 -0.1346 0.0068
H -5.133346 0.187043 -0.734605 -0.1101 0.0333 0.0483
H -1.741446 -2.454757 2.356095 -0.1152 0.0019 -0.0806
H 3.232954 -3.610957 -0.676605 0.0035 0.1009 0.0437
```
Forces are in eV/Å.

As for the LUMO energy: -0.1363 Eh. The calculation puts the highest occupied orbital energy at -10.22 eV. The calculation puts the gap between HOMO and LUMO at 6.5 eV. The total charge is +1. The calculation puts the total energy at -2959.0069 a.u.

Computed molar mass, in the same sequence as the records: 258.180 754.416 g/mol.